{
  "formula": "C30H86N4O18",
  "method": "ωB97M-V/def2-TZVPD",
  "homo_energy_ev": -9.279,
  "charge": 0,
  "lumo_ev": 0.191,
  "mol_weight_g_mol": 791.03,
  "smiles": "COC[C@H](C)N.COC[C@H](C)N.COC[C@H](C)N.COC[C@H](C)N.OCCO.OCCO.OCCO.OCCO.OCCO.OCCO.OCCO",
  "gap_ev": 9.47,
  "largest_force_ev_per_a": 3.0,
  "species": ["H", "H", "N", "H", "H", "H", "C", "H", "H", "O", "H", "H", "H", "H", "H", "H", "H", "C", "H", "C", "H", "C", "H", "O", "H", "C", "H", "H", "H", "C", "C", "C", "H", "H", "H", "H", "H", "H", "H", "C", "O", "H", "O", "H", "H", "C", "O", "H", "H", "O", "H", "H", "C", "H", "H", "H", "H", "H", "O", "C", "H", "H", "C", "H", "H", "O", "C", "C", "H", "C", "C", "H", "O", "O", "H", "C", "O", "C", "H", "H", "H", "H", "C", "H", "H", "N", "H", "H", "H", "C", "H", "N", "H", "C", "H", "H", "C", "C", "H", "C", "O", "C", "H", "H", "H", "N", "H", "H", "H", "H", "H", "H", "H", "O", "O", "O", "C", "H", "H", "H", "H", "H", "H", "H", "H", "H", "H", "H", "C", "H", "C", "H", "O", "C", "H", "O", "O", "H"],
  "coordinates": [[11.4590, 7.3527, 10.7946], [13.3997, 15.3077, 13.9980], [9.7037, 10.8105, 17.8908], [18.1126, 13.5984, 10.4246], [12.8790, 10.9658, 14.7795], [14.9658, 12.4731, 14.1698], [19.3004, 12.0804, 14.1939], [10.4842, 11.1225, 13.4246], [10.1506, 15.2621, 10.0217], [12.3601, 8.3430, 13.9257], [13.0436, 9.7133, 10.4008], [16.2235, 17.2497, 17.1788], [14.3944, 13.8289, 11.7482], [9.7858, 9.8472, 17.6365], [12.0615, 15.7888, 8.0185], [8.5008, 14.8540, 7.9724], [8.5112, 13.2537, 10.4542], [12.7807, 9.5412, 17.4412], [13.3364, 18.3531, 11.8182], [11.9369, 8.3110, 17.2390], [8.1150, 12.2238, 15.1606], [8.6861, 12.2291, 10.8015], [13.4145, 8.0650, 12.2021], [13.4200, 9.9132, 16.1496], [9.2781, 16.8129, 12.7704], [9.8490, 13.0252, 17.2715], [14.0308, 11.3110, 8.4341], [19.7212, 14.7134, 11.5635], [20.0257, 12.5320, 13.4905], [8.0349, 11.6852, 16.1105], [9.4601, 15.3207, 8.2490], [12.5329, 7.6642, 12.7095], [16.3192, 12.6523, 9.1673], [10.6313, 9.9298, 11.8611], [15.9896, 14.6815, 16.7893], [13.0051, 17.0329, 14.1439], [13.8580, 9.0552, 15.8950], [10.7286, 14.5637, 6.7552], [12.1976, 17.7158, 10.6251], [17.7592, 14.2042, 9.6268], [16.9854, 15.7702, 15.1800], [12.5755, 6.5710, 12.8784], [9.3182, 15.4021, 9.6457], [13.4970, 9.4478, 18.2664], [14.5314, 16.5123, 13.3221], [11.1094, 19.3894, 12.0675], [12.3924, 11.2475, 13.9840], [9.4906, 13.3894, 14.0177], [14.6092, 15.5949, 11.0804], [14.2492, 16.7743, 17.4590], [11.7903, 11.3889, 7.3785], [12.1094, 10.3682, 17.7417], [10.6810, 14.4616, 7.8292], [16.7679, 13.5932, 12.7181], [12.1769, 9.2755, 13.7485], [19.6478, 11.1049, 14.4501], [9.5187, 16.2917, 7.7738], [10.5513, 13.4502, 8.1835], [11.3963, 18.1326, 12.4705], [14.2839, 12.7004, 13.3388], [13.5525, 13.4956, 13.6793], [15.0246, 15.0908, 15.3375], [17.8465, 12.1577, 13.6271], [11.9149, 14.1345, 16.4126], [10.3331, 7.6054, 12.1924], [12.6813, 7.1753, 16.8465], [11.1231, 14.0326, 15.6887], [13.4787, 16.2961, 13.4736], [7.3404, 12.2723, 16.6870], [11.3410, 7.9336, 11.7508], [9.4717, 11.6829, 16.7505], [18.7568, 13.4418, 15.5403], [17.5926, 13.5199, 13.2974], [11.2993, 9.2933, 11.3954], [8.1493, 13.4413, 12.9775], [13.4621, 11.4802, 12.9968], [11.9262, 14.9210, 8.4353], [9.6570, 12.4082, 11.9852], [11.0119, 19.4069, 10.9710], [9.0094, 10.6722, 12.9424], [16.5718, 13.7547, 7.7965], [11.0427, 9.8624, 9.6680], [13.2131, 11.0735, 9.0687], [11.8834, 20.0684, 12.4736], [18.6305, 15.2176, 7.9490], [9.9036, 11.1004, 12.6367], [10.8812, 12.9652, 17.6333], [11.4557, 7.9847, 18.2010], [11.8354, 15.6575, 12.2315], [15.4017, 16.8280, 16.5980], [12.4422, 6.9800, 15.8817], [13.6351, 15.3083, 11.2005], [8.8895, 15.7498, 14.1498], [12.4840, 17.6638, 11.6890], [17.3994, 15.9385, 10.6564], [9.0275, 11.5713, 9.9899], [18.9640, 14.8207, 8.8903], [12.7973, 16.1978, 12.0801], [17.1540, 11.7477, 14.3414], [15.8604, 15.4710, 16.0132], [10.9071, 10.2597, 8.7905], [12.0839, 10.6273, 8.0828], [20.9892, 15.9065, 11.1615], [16.2743, 15.7708, 9.4566], [12.4834, 9.7150, 7.5786], [16.8289, 15.2626, 10.1341], [11.1575, 8.5929, 16.4379], [14.0530, 10.5966, 12.8746], [19.7073, 14.0550, 8.7148], [10.6293, 12.7379, 11.5277], [9.1787, 13.4033, 18.0905], [9.0569, 10.9128, 18.6784], [12.8236, 11.9100, 9.6162], [9.8312, 14.0199, 16.2744], [19.6405, 15.7450, 9.7608], [19.5027, 12.8091, 15.4305], [9.2544, 13.5150, 12.9727], [7.8075, 11.7232, 11.1816], [17.8075, 11.5590, 12.7349], [11.3185, 13.0398, 15.1945], [10.2404, 19.7694, 12.5455], [12.9711, 11.6177, 12.0299], [11.3089, 14.8691, 14.9324], [13.7403, 16.0439, 17.0011], [7.8461, 15.8657, 12.6977], [21.0367, 14.2616, 10.4622], [10.2452, 11.4798, 16.0313], [17.1281, 15.0759, 14.4787], [8.8688, 15.8418, 13.0664], [7.6680, 10.7044, 15.9246], [20.3783, 15.1054, 10.8336], [15.0680, 17.4664, 15.8006], [13.7496, 9.9490, 9.8355], [17.1014, 13.2295, 8.6362], [17.8275, 12.4548, 8.3171], [14.9734, 13.1414, 12.1881], [9.5709, 14.7458, 12.4724], [13.2361, 15.1518, 10.2664]],
  "atomic_forces_ev_per_a": [[0.1, 0.3, 0.9], [0.2, 0.9, -0.5], [-0.2, -0.2, 0.5], [0.2, -0.2, 1.1], [-0.4, -0.2, 0.4], [0.1, 0.2, -0.2], [-0.1, 1.8, 0.3], [1.2, 0.5, 1.3], [2.1, -0.2, 1.3], [-0.1, -0.6, 0.7], [-1.3, -0.8, 1.4], [-0.1, 0.2, -0.2], [0.3, -0.3, 0.3], [-0.2, -0.5, 0.0], [0.3, -0.3, 0.4], [0.5, 0.0, -0.7], [-0.5, -0.4, -0.2], [-0.1, 1.1, -0.6], [0.1, -0.3, 0.1], [-1.4, -0.1, -0.1], [-0.1, -0.2, 0.0], [0.4, 0.2, 0.7], [0.3, -0.4, -0.1], [0.3, -1.7, 1.6], [0.5, -0.5, 0.0], [-0.3, 1.5, 0.9], [0.8, 0.9, -0.4], [-0.6, -0.3, 1.1], [-0.5, -0.3, -0.2], [1.9, 1.0, -0.3], [-0.1, -1.2, 0.4], [-1.3, 0.0, -1.2], [0.2, 0.3, -0.2], [0.4, -0.5, 0.0], [0.5, 0.6, -0.3], [0.2, -0.1, -0.5], [-0.6, 1.2, 0.0], [0.3, -0.5, -0.5], [0.0, 0.0, 0.0], [-0.8, 1.0, -2.3], [0.0, -1.0, -0.1], [0.3, 0.6, 0.1], [-1.6, 0.6, -0.7], [0.3, -0.2, -0.5], [0.3, 0.2, 0.2], [0.5, 2.1, -0.2], [1.4, 0.1, -0.7], [0.8, -0.3, 0.2], [-0.2, 0.3, 0.1], [-0.3, -2.3, -1.1], [0.2, 0.3, -0.3], [0.3, -0.3, -0.4], [-0.5, 0.9, 0.8], [0.9, -0.4, 0.8], [0.1, 0.3, 0.0], [-0.2, -1.0, -0.3], [0.1, 0.5, 0.0], [0.0, -0.4, -0.2], [0.6, -2.5, 0.3], [-1.1, 0.7, 0.2], [0.8, -0.9, -0.2], [0.7, 0.3, 0.8], [1.9, 0.4, 0.2], [0.2, 0.2, 0.7], [1.4, 0.4, -0.3], [-0.2, -0.4, -2.5], [0.5, -0.1, -2.0], [-0.6, -1.4, 0.1], [-0.3, 0.0, 0.6], [-1.0, -0.9, -0.1], [-1.5, -0.1, 0.8], [0.9, -0.5, -0.2], [-1.2, 0.3, -0.5], [0.2, 0.5, -0.3], [-0.2, 0.0, 0.2], [-1.6, 0.2, 0.1], [-1.0, 0.5, -0.7], [1.9, -0.3, -0.5], [0.0, 0.6, 0.2], [0.6, 0.5, -0.3], [0.8, -0.5, 0.5], [0.5, -0.1, -0.1], [-0.4, -2.0, -1.5], [0.2, 0.1, -0.8], [0.1, 0.9, -0.3], [-2.5, -0.5, -1.1], [-0.3, -0.1, 0.5], [0.1, 0.8, -0.7], [0.4, 0.5, -0.4], [0.0, -0.4, 0.5], [0.7, 0.5, 1.9], [-0.6, 0.9, -0.1], [-0.1, 0.0, 0.2], [0.0, -0.9, -0.8], [-0.4, -0.2, -0.4], [0.5, 0.4, 0.3], [0.4, -0.6, 2.4], [0.2, -0.3, 1.2], [-0.5, 0.0, 0.5], [-1.3, 0.0, -1.2], [-0.7, 0.4, -0.4], [0.8, -1.8, 1.9], [0.6, 0.5, 0.9], [0.4, -0.3, -0.5], [-0.2, 0.7, -0.1], [0.8, -0.7, 0.9], [0.9, -0.6, 1.2], [0.6, -0.7, 0.1], [0.1, -0.6, -0.5], [-0.5, -0.3, 0.5], [0.5, -0.6, -0.5], [0.2, 0.0, -0.7], [0.2, 0.4, 0.9], [0.8, 0.8, -0.5], [-0.1, -0.1, -0.5], [-1.5, 0.4, -0.2], [-2.7, -1.2, -0.6], [-0.7, 0.3, 0.1], [0.0, -0.4, -0.5], [0.0, 1.0, 0.1], [-1.2, -0.1, 0.2], [-0.1, 0.2, 0.2], [-0.9, -1.1, 0.9], [0.2, 1.3, 1.2], [-0.4, -0.3, 0.1], [-0.6, 0.8, 0.2], [0.1, -0.6, -0.7], [-0.3, 0.6, 1.0], [-0.1, -0.2, -0.3], [-0.3, -0.9, 0.0], [0.2, -0.4, -2.6], [0.7, 0.4, -0.7], [0.1, 1.8, -1.4], [-1.1, -0.2, 0.5], [-0.3, 0.7, -0.2], [0.3, 0.1, 0.2], [1.2, 1.9, -0.6], [0.0, 0.2, 0.5]]
}